A cluster of 11 separate species, C15H55N20O12P in total, computed with ωB97M-V/def2-TZVPD.

The geometry in XYZ format:
```
103
Properties=species:S:1:pos:R:3:lowdin_charge:R:1
H 2.690 6.710 -5.590 0.10
H 5.608 -5.060 1.184 0.05
O -0.186 1.787 -4.576 -0.02
H -5.036 1.702 -0.390 0.11
H -6.244 -1.176 1.148 0.06
H 4.364 -2.923 1.135 0.03
H -4.642 -3.402 -0.801 0.10
N 3.346 5.938 -0.742 0.16
H 2.378 5.790 -0.526 0.11
N 2.122 7.289 -6.179 0.15
N 5.226 5.373 -1.943 0.16
C -6.812 1.040 -1.091 -0.67
N -1.650 -2.433 -0.164 0.17
H -4.553 -1.242 1.490 0.08
O -4.855 3.520 -3.059 0.00
C 6.290 -5.543 1.888 -0.09
H -4.403 1.753 -4.742 0.11
H 0.560 0.788 1.163 0.10
H 1.878 -0.331 1.062 0.08
H -8.617 0.792 -1.995 0.10
H 0.614 -6.254 7.156 0.09
N -7.863 1.439 -1.867 0.16
H -0.896 1.032 -0.603 0.10
O 3.276 4.256 -2.258 0.01
C 6.721 -2.687 1.549 -0.41
O 7.484 -3.430 2.485 -0.24
N -5.841 4.621 -4.785 0.15
H 1.009 -3.934 2.505 0.08
H -0.688 0.073 -2.031 0.10
C 0.723 -0.291 -0.609 -0.71
N -6.909 -0.080 3.320 0.16
H -0.355 -6.041 3.776 0.10
N -5.823 1.955 -0.955 0.17
H 0.400 -1.721 2.904 0.05
H -5.147 2.565 -6.074 0.10
C 0.769 7.205 -6.025 -0.67
H 8.116 -5.271 2.964 0.12
N -3.834 -2.811 -0.789 0.15
C 3.243 -2.153 3.148 -0.40
N -0.385 0.333 -1.107 0.14
P 4.961 -2.372 2.324 0.85
C -5.177 3.560 -4.240 -0.67
H 3.849 6.659 -0.263 0.10
N 1.327 -6.445 6.481 0.15
O 1.341 -1.140 -1.239 0.01
N 1.074 0.103 0.643 0.17
H 2.713 -4.169 2.154 0.07
O 0.406 -0.681 5.205 0.00
H 2.249 -6.676 6.795 0.10
N -1.847 -0.555 4.876 0.16
H 1.683 0.785 -3.264 0.09
H -0.890 -5.885 5.411 0.09
H 5.675 4.797 -2.630 0.11
N 0.943 3.736 -4.238 0.16
H -7.059 0.359 4.207 0.10
N -0.158 -6.082 4.758 0.15
H -1.662 -1.533 -0.607 0.06
H 7.160 -1.690 1.372 0.07
H -1.316 -1.609 2.696 0.08
N -5.481 -0.992 1.771 0.16
C 0.773 2.395 -4.103 -0.69
H 2.564 7.891 -6.845 0.09
H -0.956 7.976 -6.770 0.10
H -6.108 4.667 -5.748 0.09
N -4.895 2.548 -5.105 0.17
O 1.998 -6.637 4.321 0.01
H -6.061 5.388 -4.179 0.10
H 5.200 -0.963 2.341 0.01
H -5.841 2.858 -1.393 0.06
H 8.280 -4.934 1.253 0.11
C -5.626 -0.402 2.984 -0.67
O -4.672 -0.171 3.723 0.00
C -2.719 -3.280 -0.150 -0.69
N 1.758 1.778 -3.395 0.16
O 0.247 6.463 -5.207 0.02
H -3.875 -1.918 -1.240 0.09
C 1.841 -3.561 1.896 -0.10
H 5.798 -5.713 2.850 0.07
C 7.619 -4.784 2.119 -0.29
O -2.688 -4.374 0.395 0.02
H -1.977 -0.128 5.771 0.10
C 1.115 -6.404 5.132 -0.69
H 3.234 -1.179 3.665 0.08
N -0.506 -1.451 3.264 0.17
O -6.771 -0.067 -0.558 -0.02
H 0.455 8.623 -7.528 0.09
H -0.812 -2.739 0.295 0.09
H 1.726 4.228 -3.848 0.06
N 0.041 8.011 -6.853 0.15
H 6.553 -6.512 1.447 0.08
O 2.155 -2.195 2.213 -0.35
H -7.692 -0.259 2.722 0.09
H 5.756 6.085 -1.481 0.09
H 5.318 -3.280 3.386 0.03
H 1.626 -3.590 0.826 0.09
H -2.647 -0.719 4.287 0.05
H 2.542 2.269 -3.004 0.06
H 6.643 -3.189 0.575 0.08
C -0.579 -0.883 4.502 -0.68
H -7.907 2.338 -2.307 0.09
C 3.909 5.133 -1.684 -0.66
H 3.042 -2.915 3.918 0.08
H 0.248 4.248 -4.750 0.07
```

Values from the calculation:
HOMO energy ... -0.2757 hartree
SMILES string ... CCOC[PH3]COC.NC(N)=O.NC(N)=O.NC(N)=O.NC(N)=O.NC(N)=O.NC(N)=O.NC(N)=O.NC(N)=O.NC(N)=O.NC(N)=O
Frontier orbital gap ... 7.775 eV
Energy above the lowest of the compared OMol25 structures with the same formula, charge and spin ... 55.5 kJ/mol
E_LUMO ... 0.27 eV
Total charge ... 0